No. 1
{
  "formula": "CH5NOS",
  "method": "the ωB97M-V functional and the def2-TZVPD basis",
  "lumo_energy_ev": -0.240,
  "relative_energy_ev": 4.908,
  "fmax_ha_per_bohr": 0.073,
  "gap_ev": 8.14,
  "total_energy_ha": -569.1078,
  "elements": ["C", "N", "O", "S", "H", "H", "H", "H", "H"],
  "positions_angstrom": [[0.82452, -0.19670, -1.33082], [-0.23349, 0.80076, 1.04719], [1.52238, -0.87560, 1.11582], [0.37784, -0.55700, 0.33735], [1.46411, -1.01510, -1.67670], [-0.10900, -0.04359, -1.93833], [0.27615, 0.86092, 1.86603], [-1.20197, 0.68864, 1.07651], [-0.97400, -1.57613, 0.62657]],
  "lowdin_charge": [-0.26, -0.12, -0.40, 0.64, -0.01, 0.00, 0.03, 0.03, 0.10]
}

***

No. 2
{
  "formula": "C32H88O34P8",
  "method": "the ωB97M-V functional and the def2-TZVPD basis",
  "lumo_energy_ev": 0.176,
  "relative_energy_ev": 3.491,
  "smiles": "COP(=O)(OC)OC.COP(=O)(OC)OC.COP(=O)(OC)OC.COP(=O)(OC)OC.COP(=O)(OC)OC.COP(=O)(OC)OC.COP(=O)(OC)OC.COP(=O)(OC)OC.C1CCOC1.C1CCOC1",
  "fmax_ha_per_bohr": 0.069,
  "gap_ev": 9.68,
  "total_energy_ha": -6561.5605,
  "elements": ["C", "O", "P", "O", "O", "C", "O", "C", "H", "H", "H", "H", "H", "H", "H", "H", "H", "C", "O", "P", "O", "O", "C", "O", "C", "H", "H", "H", "H", "H", "H", "H", "H", "H", "C", "O", "P", "O", "O", "C", "O", "C", "H", "H", "H", "H", "H", "H", "H", "H", "H", "C", "O", "P", "O", "O", "C", "O", "C", "H", "H", "H", "H", "H", "H", "H", "H", "H", "C", "O", "P", "O", "O", "C", "O", "C", "H", "H", "H", "H", "H", "H", "H", "H", "H", "C", "O", "P", "O", "O", "C", "O", "C", "H", "H", "H", "H", "H", "H", "H", "H", "H", "C", "O", "P", "O", "O", "C", "O", "C", "H", "H", "H", "H", "H", "H", "H", "H", "H", "C", "O", "P", "O", "O", "C", "O", "C", "H", "H", "H", "H", "H", "H", "H", "H", "H", "C", "C", "C", "O", "C", "H", "H", "H", "H", "H", "H", "H", "H", "C", "C", "C", "O", "C", "H", "H", "H", "H", "H", "H", "H", "H"],
  "positions_angstrom": [[2.56474, -7.27155, 1.61551], [1.17709, -7.49757, 1.96350], [0.31683, -8.70231, 1.29144], [1.12583, -9.91348, 1.03815], [-0.97278, -8.91813, 2.29695], [-1.66596, -7.77863, 2.76122], [-0.39868, -8.05913, -0.04130], [0.30263, -7.98901, -1.31391], [3.30128, -7.58278, 2.35628], [2.72448, -6.22065, 1.37429], [2.71986, -7.77295, 0.66020], [-1.70576, -7.67480, 3.84554], [-2.71730, -7.79668, 2.47410], [-1.17725, -6.85639, 2.44703], [-0.43113, -8.01977, -2.11936], [1.07041, -8.74273, -1.48861], [0.79630, -7.02506, -1.43716], [7.10024, 3.89231, 1.63890], [8.31081, 4.44395, 1.24533], [8.51073, 5.06971, -0.23895], [7.48581, 6.08904, -0.63003], [8.54067, 3.81751, -1.20951], [9.34005, 2.63355, -1.02351], [10.09880, 5.49752, -0.16656], [10.55429, 6.40188, 0.84239], [7.21389, 2.86888, 1.99634], [6.39510, 3.82820, 0.81020], [6.64632, 4.49829, 2.42303], [8.80707, 1.69187, -1.15492], [9.85780, 2.64373, -0.06439], [10.10023, 2.68860, -1.80275], [11.06499, 7.20686, 0.31391], [11.23931, 5.87268, 1.50481], [9.84041, 6.82891, 1.54675], [-8.75424, 0.81006, 0.22296], [-9.63258, 1.61673, -0.54375], [-11.22321, 1.21950, -0.58741], [-11.53419, -0.16289, -1.12222], [-12.00900, 2.40258, -1.37741], [-11.39295, 3.11620, -2.42660], [-11.72410, 1.43294, 0.94504], [-13.08302, 1.44848, 1.33692], [-9.24718, -0.00159, 0.75807], [-8.25066, 1.38630, 0.99914], [-7.90651, 0.46777, -0.37058], [-10.42907, 2.75663, -2.78679], [-11.26331, 4.17349, -2.19546], [-11.92487, 3.09717, -3.37781], [-13.28892, 0.71199, 2.11364], [-13.74756, 1.14199, 0.52911], [-13.28904, 2.45865, 1.69077], [3.88864, 10.62259, 7.03485], [3.47052, 9.48890, 6.26493], [2.06108, 9.44702, 5.48913], [0.93719, 10.22060, 6.09553], [1.86710, 7.85394, 5.28215], [0.90107, 7.27034, 4.45747], [2.51206, 9.93391, 3.96530], [3.72182, 9.44673, 3.38800], [3.13599, 10.84385, 7.79159], [3.92934, 11.48826, 6.37374], [4.86121, 10.49445, 7.51004], [0.41267, 7.96051, 3.76954], [0.09104, 6.69777, 4.90928], [1.56637, 6.64280, 3.86446], [3.44283, 8.96148, 2.45269], [4.34704, 8.83182, 4.03537], [4.28803, 10.35123, 3.16575], [-4.03871, -4.19825, -7.08933], [-4.02819, -2.80686, -6.87814], [-3.89098, -2.16014, -5.39531], [-2.83688, -2.90102, -4.62707], [-3.56164, -0.60439, -5.70001], [-3.59758, 0.34024, -4.62796], [-5.41383, -2.18873, -4.82192], [-6.44530, -1.58990, -5.48460], [-3.13222, -4.54777, -7.58350], [-4.83470, -4.39741, -7.80685], [-4.13347, -4.74984, -6.15398], [-4.23440, 1.19303, -4.86315], [-2.58624, 0.70424, -4.44683], [-3.89995, -0.08000, -3.66876], [-7.25911, -2.27784, -5.71384], [-6.16527, -1.05393, -6.39148], [-6.82365, -0.78368, -4.85613], [3.78416, 3.03861, -6.49652], [2.76991, 2.85081, -7.44662], [2.06884, 4.13207, -8.12045], [0.84569, 4.59657, -7.39365], [1.92055, 3.78251, -9.70484], [1.14364, 4.59817, -10.58072], [3.30202, 5.19711, -8.19257], [3.02615, 6.50182, -8.57367], [3.86680, 3.96921, -5.93504], [4.77918, 2.91835, -6.92496], [3.77636, 2.32170, -5.67548], [1.71173, 5.00061, -11.41942], [0.71338, 5.46736, -10.08324], [0.38211, 3.98364, -11.06087], [3.67720, 6.78070, -9.40221], [3.23499, 7.24741, -7.80649], [2.00543, 6.68106, -8.91150], [7.54365, -7.64034, -6.87231], [7.49785, -6.78381, -5.74850], [6.11369, -6.57205, -4.90629], [6.19302, -5.73629, -3.70810], [5.08000, -6.11716, -6.08433], [4.06753, -5.17945, -5.84270], [5.60479, -8.09353, -4.51919], [6.40245, -8.85434, -3.66791], [8.31789, -8.38072, -6.67104], [7.88622, -6.93431, -7.62879], [6.62831, -8.08856, -7.25873], [3.09967, -5.61043, -6.09882], [4.31775, -4.29806, -6.43314], [3.98617, -4.71247, -4.86117], [7.27421, -8.33947, -3.26411], [6.80311, -9.75426, -4.13450], [5.81283, -9.26226, -2.84691], [3.32206, -1.70744, 6.24101], [3.05361, -0.52008, 6.97342], [1.99865, -0.49888, 8.20609], [2.06494, -1.73909, 9.06113], [2.36269, 0.87678, 8.98633], [2.33947, 2.12638, 8.34233], [0.53755, -0.19644, 7.60301], [-0.53488, -0.15352, 8.59598], [3.11408, -1.49566, 5.19221], [2.77483, -2.59569, 6.55666], [4.39046, -1.86949, 6.38367], [3.33731, 2.56286, 8.29880], [1.73965, 2.86235, 8.87776], [1.90906, 2.09449, 7.34141], [-1.18057, -1.03085, 8.55737], [-1.11496, 0.75834, 8.45419], [-0.14280, -0.17788, 9.61273], [-9.64821, -3.55959, 5.83146], [-8.97499, -2.26187, 6.19421], [-7.47799, -2.58462, 6.14900], [-7.39660, -3.55512, 5.11406], [-8.58056, -4.32579, 5.13816], [-10.49211, -3.30695, 5.18952], [-10.09912, -4.10948, 6.65754], [-9.19591, -1.80361, 7.15819], [-9.27366, -1.58432, 5.39431], [-7.10505, -2.95259, 7.10484], [-6.90418, -1.66932, 6.00385], [-8.40360, -5.31302, 5.56492], [-8.89981, -4.49460, 4.10973], [-0.60234, -1.59673, 0.76211], [-0.65306, -1.13639, 2.23260], [0.10020, 0.19830, 2.21501], [0.81317, 0.22147, 0.97169], [0.68073, -1.03157, 0.35434], [-1.43223, -1.18210, 0.18987], [-0.67690, -2.67323, 0.60821], [-0.21442, -1.72430, 3.03885], [-1.69754, -0.94296, 2.47709], [0.87069, 0.31108, 2.97771], [-0.66561, 0.97200, 2.26983], [1.49149, -1.67456, 0.69690], [0.84066, -0.90836, -0.71680]],
  "lowdin_charge": [-0.08, -0.25, 0.48, -0.24, -0.20, -0.13, -0.23, -0.09, 0.09, 0.08, 0.07, 0.09, 0.09, 0.08, 0.09, 0.08, 0.08, -0.13, -0.24, 0.45, -0.25, -0.22, -0.08, -0.23, -0.11, 0.09, 0.09, 0.09, 0.09, 0.09, 0.09, 0.09, 0.09, 0.09, -0.12, -0.23, 0.50, -0.27, -0.20, -0.13, -0.24, -0.11, 0.09, 0.09, 0.09, 0.08, 0.09, 0.09, 0.09, 0.09, 0.09, -0.08, -0.25, 0.48, -0.25, -0.23, -0.12, -0.25, -0.11, 0.09, 0.09, 0.09, 0.09, 0.09, 0.09, 0.09, 0.09, 0.09, -0.11, -0.23, 0.48, -0.25, -0.22, -0.10, -0.21, -0.16, 0.09, 0.09, 0.09, 0.09, 0.09, 0.09, 0.10, 0.09, 0.09, -0.14, -0.19, 0.48, -0.25, -0.22, -0.11, -0.22, -0.14, 0.09, 0.09, 0.09, 0.09, 0.07, 0.09, 0.09, 0.09, 0.07, -0.12, -0.23, 0.48, -0.23, -0.22, -0.13, -0.23, -0.15, 0.09, 0.09, 0.09, 0.09, 0.09, 0.08, 0.09, 0.08, 0.09, -0.10, -0.23, 0.45, -0.26, -0.21, -0.13, -0.24, -0.08, 0.08, 0.09, 0.09, 0.09, 0.09, 0.09, 0.09, 0.09, 0.08, -0.19, -0.17, -0.20, -0.12, -0.22, 0.11, 0.11, 0.11, 0.11, 0.11, 0.12, 0.12, 0.12, -0.17, -0.16, -0.19, -0.13, -0.26, 0.12, 0.12, 0.11, 0.10, 0.11, 0.11, 0.12, 0.13]
}